No. 1
C13H15FMoN2O7SSe as an isolated structure in a non-equilibrium geometry, computed with wB97M-V/def2-TZVPD.

The value obtained for the total energy is -111770.859 eV. The value obtained for the energy above the lowest of the compared OMol25 structures with the same formula, charge and spin is 3.625 eV. Its largest force on an atom is 4.65 eV Å⁻¹. The LUMO energy comes out at -0.3152 Eh. The molecular weight is 537.2 g mol⁻¹. For the orbital gap, the calculation gives 6.5446 eV.

```
! wB97M-V def2-TZVPD RIJCOSX def2/J DEFGRID3
* xyz 2 1
Mo 0.11400 0.60180 -0.08950
N 0.30430 -1.20390 -2.91410
C -0.52830 -1.77810 -2.02890
C -1.06020 -3.06780 -2.27730
C -1.96250 -3.62230 -1.40990
C -2.37080 -2.86770 -0.29770
C -1.77820 -1.65880 -0.06670
N -0.81370 -1.12920 -0.87020
H 0.43700 -1.66260 -3.80540
H 0.47710 -0.20370 -2.89070
H -0.75240 -3.59950 -3.16500
H -2.36450 -4.60940 -1.59070
H -3.13510 -3.23860 0.36550
H -2.06410 -1.06840 0.79790
F 3.33930 3.55300 3.13940
C 3.04740 2.56390 2.32730
C 2.83800 1.28510 2.85880
C 2.44420 0.27530 2.01780
C 2.28430 0.50010 0.61510
C 1.90070 -0.58960 -0.28480
C 2.64410 1.78570 0.09890
C 2.98880 2.80900 0.95510
H 2.97460 1.12400 3.91820
H 2.31490 -0.73140 2.40300
H 1.97760 -1.58330 0.16870
H 2.44750 -0.58390 -1.23230
H 2.72410 1.93200 -0.97560
H 3.23130 3.79420 0.58590
C -2.30620 1.72920 2.66800
S -0.57290 1.54510 2.32390
O 0.21830 1.62630 3.48710
O -0.12260 2.42000 1.19980
O -0.40350 0.17280 1.62380
H -2.46500 2.70790 3.11080
H -2.56770 0.95890 3.38940
H -2.87710 1.62120 1.74970
O -1.91030 1.30850 -0.24870
Se -1.65000 2.68360 -1.05570
O -2.37570 2.37800 -2.56020
O 0.26200 1.41980 -1.49950
O -3.24510 3.00620 -1.63180
*
```

***

No. 2
C13H15HgPSe2 as an isolated structure in a non-equilibrium geometry, computed with wB97M-V/def2-TZVPD.

The value obtained for the total energy is -157877.848 eV. The value obtained for the energy above the lowest of the compared OMol25 structures with the same formula, charge and spin is 3.064 eV. Its largest force on an atom is 3.92 eV Å⁻¹. The LUMO energy comes out at -0.0143 Eh. The molecular weight is 560.7 g mol⁻¹. For the orbital gap, the calculation gives 6.4850 eV.

```
! wB97M-V def2-TZVPD RIJCOSX def2/J DEFGRID3
* xyz 0 1
Hg -0.18581 0.08585 -3.59672
C 0.39580 -0.17229 -5.70570
H 1.47046 -0.27259 -5.67375
H -0.09650 -1.06535 -6.05752
H 0.07542 0.71735 -6.21941
H -1.64847 1.14732 -4.43553
H -1.99530 0.42704 -4.35058
Se 1.89660 -0.58979 -2.10792
P 0.83787 -0.22161 -0.08641
Se -1.04561 0.34499 -1.26175
C 0.02770 -1.60984 0.82932
C -0.53475 -2.72633 0.18554
C -1.34891 -3.61631 0.90659
C -1.63362 -3.35954 2.27614
C -1.11834 -2.21633 2.87632
C -0.31431 -1.32159 2.16594
C 0.97842 1.27529 0.92840
C -0.23581 1.85457 1.37302
C -0.21082 2.96723 2.21930
C 0.98946 3.51116 2.65848
C 2.20944 2.94064 2.20648
C 2.19489 1.84052 1.32413
H -0.34956 -2.90694 -0.87608
H -1.74765 -4.50547 0.44694
H -2.26015 -4.04678 2.83917
H -1.33267 -2.00348 3.92820
H 0.06371 -0.43443 2.64306
H -1.20083 1.46438 1.08204
H -1.16605 3.38848 2.57774
H 0.99908 4.35451 3.34550
H 3.14238 3.35265 2.55810
H 3.14395 1.39672 1.00098
*
```

***

No. 3
C13H15IN4O6PS as an isolated structure in a non-equilibrium geometry, computed with wB97M-V/def2-TZVPD.

The value obtained for the total energy is -60196.737 eV. The value obtained for the energy above the lowest of the compared OMol25 structures with the same formula, charge and spin is 0.000 eV. Its largest force on an atom is 3.01 eV Å⁻¹. The LUMO energy comes out at 0.0374 Eh. The molecular weight is 513.2 g mol⁻¹. For the orbital gap, the calculation gives 5.1866 eV.

```
! wB97M-V def2-TZVPD RIJCOSX def2/J DEFGRID3
* xyz -1 1
C -1.06389 4.13718 1.90938
C -1.26194 2.99205 0.94989
C -1.99921 3.33101 -0.33049
N -0.85248 1.82415 1.25691
C -0.15487 1.03560 0.31170
C -0.80728 0.00166 -0.46016
I -2.84108 -0.33253 -0.02844
C -0.17162 -0.77435 -1.38673
P -0.82286 -2.15156 -2.47378
O -0.75107 -3.47479 -1.53700
O -2.39589 -1.88043 -2.81637
C 1.22205 -0.51202 -1.55418
N 2.04303 -1.14915 -2.39939
S 3.48264 -0.49237 -2.22505
N 3.19786 0.60222 -1.08165
C 1.90078 0.48720 -0.79433
C 1.18237 1.25360 0.16928
C 1.95571 2.25705 0.98516
C 2.13276 1.74677 2.43536
C 2.58718 0.30240 2.45253
N 1.67055 -0.66280 2.85649
O 3.71003 0.00218 2.10117
H -0.10889 4.60183 1.66226
H -1.11905 3.81981 2.94777
H -1.82220 4.90296 1.74548
H -2.70720 2.55219 -0.59106
H -1.29752 3.54942 -1.13908
H -2.56725 4.24535 -0.16477
H -0.63780 -3.24056 -0.60638
H -2.95950 -2.51583 -2.34441
H 1.45056 3.21788 1.04426
H 2.94444 2.40863 0.55942
H 1.14095 1.79263 2.89364
H 2.79489 2.37497 3.02694
H 1.74591 -1.47407 2.25189
H 0.71288 -0.33411 2.79504
C -2.31099 -6.97238 -2.64621
O -2.49351 -5.73468 -2.55075
O -1.00793 -7.36829 -2.20980
O -3.04688 -7.87593 -3.04070
H -0.67368 -6.49289 -1.97383
*
```

***

No. 4
A 2-piece molecular cluster, C13H15N3 overall in a non-equilibrium geometry, computed with wB97M-V/def2-TZVPD.

The value obtained for the total energy is -18184.378 eV. Its largest force on an atom is 7.22 eV Å⁻¹. The LUMO energy (spin up / spin down) comes out at -0.1376 / -0.2597 Eh. The molecular weight is 213.3 g mol⁻¹. For the orbital gap (spin up / spin down), the calculation gives 7.4160 / 4.0586 eV. Its expectation value of S² is 0.77.

```
! wB97M-V def2-TZVPD RIJCOSX def2/J DEFGRID3
* xyz 1 2
C -0.56638 -2.64147 0.86633
C -0.40180 -0.88975 2.86674
C -1.09906 -1.71065 1.91587
C -2.65009 -0.72389 3.19980
N -1.34785 -0.19431 3.57087
N -2.48615 -1.46691 2.15075
H 0.68672 -0.75922 2.99330
H -0.94415 0.07782 4.50191
H -0.96219 -2.39077 -0.17805
H -1.03244 -3.65144 1.01199
H -3.74652 -0.40586 3.49866
H 0.40322 -2.58940 0.83735
C 0.65696 -0.75282 -3.77519
C 1.09491 0.73177 -1.52950
C 0.27190 -0.06318 -2.47418
C 0.14069 1.16114 -0.52858
C -1.07905 0.11539 -2.03825
C 2.66639 2.10158 -0.36647
C 1.74730 2.71004 0.45220
C 2.41924 1.31426 -1.45900
C 0.45251 2.27527 0.30137
N -1.14713 0.73350 -0.76823
H 3.69446 2.31243 -0.16124
H 1.96743 3.22065 1.40502
H 3.16094 1.23547 -2.20923
H -0.19713 2.50965 1.16963
H 1.57277 -1.15852 -4.01059
H 0.71774 -0.17831 -4.67786
H -1.87095 -0.33207 -2.47276
H -1.93381 0.81819 -0.09781
H -0.18847 -1.40857 -3.99484
*
```